1.
Entry from the Open Molecules 2025 dataset: an isolated molecule of C6H12N2 at a distorted geometry (the ωB97M-V functional and the def2-TZVPD basis).

XYZ file:
```
20
Properties=species:S:1:pos:R:3:forces:R:3
C -2.038 1.385 0.482 0.37 2.28 3.09
C -0.645 1.006 0.104 1.21 0.12 -2.98
C -0.518 -0.503 0.244 3.43 0.31 2.42
C -1.313 -1.195 -0.709 0.44 -0.23 0.80
N -1.990 -1.757 -1.433 -0.69 -0.61 -1.00
C 1.289 -0.922 0.183 -4.31 -4.16 -3.16
C 1.653 -0.547 -1.320 -2.46 -2.90 1.09
N 2.066 -0.308 1.124 -1.29 1.31 4.31
H -2.302 2.475 0.320 0.19 -1.41 0.02
H -2.637 0.711 -0.030 -1.71 -0.71 -1.21
H -2.231 1.138 1.597 0.37 0.56 -1.58
H -0.400 1.336 -1.012 -0.88 -0.84 1.99
H 0.221 1.429 0.595 -0.38 0.65 0.83
H -0.777 -0.747 1.347 0.10 0.00 -1.86
H 1.164 -2.090 0.411 0.74 2.45 -0.89
H 1.442 0.470 -1.431 0.06 1.63 -0.45
H 2.611 -0.827 -1.622 1.92 -0.05 0.00
H 1.006 -1.141 -2.053 0.43 0.90 1.20
H 1.714 0.656 1.052 1.14 0.24 0.35
H 1.684 -0.568 2.153 1.31 0.47 -2.96
```
Positions in Å, forces in eV/Å.

Calculated values
* multiplicity: 1
* SMILES: CC[C@@H](C#N)[C@@H](C)N
* gap between HOMO and LUMO: 10.10 eV
* total energy: -9394.5457 eV
* largest force on an atom: 6.772 eV Å⁻¹

2.
Entry from the Open Molecules 2025 dataset: an isolated molecule of C2H2INOS2 at a distorted geometry (the ωB97M-V functional and the def2-TZVPD basis).

XYZ file:
```
9
Properties=species:S:1:pos:R:3:forces:R:3
C 0.427 0.226 -0.976 0.74 1.10 -1.86
C 0.350 0.445 1.420 -0.06 -0.22 -1.92
N 0.087 0.020 0.183 -0.88 -0.18 2.23
O 1.407 1.882 -2.950 -0.02 -0.48 1.78
S 1.601 0.106 2.410 2.11 -0.22 1.09
S 1.439 1.711 -1.465 -0.28 -0.45 -1.30
I 3.659 0.822 -0.713 0.05 -0.07 0.00
H -0.216 -0.254 -1.676 0.23 -0.17 -1.54
H -0.492 0.863 1.841 -1.89 0.67 1.52
```
Positions in Å, forces in eV/Å.

Calculated values
* multiplicity: 3
* gap between HOMO and LUMO (spin up / spin down): 5.48 / 6.39 eV
* total energy: -35410.2444 eV
* largest force on an atom: 2.517 eV Å⁻¹

3.
Entry from the Open Molecules 2025 dataset: a cluster of 8 separate species, C32H48O24 in total at a distorted geometry (the ωB97M-V functional and the def2-TZVPD basis).

XYZ file:
```
104
Properties=species:S:1:pos:R:3:forces:R:3
C -0.235 0.256 1.339 0.40 1.08 0.76
C 1.060 0.752 0.728 -0.66 -0.70 -0.53
C 1.926 -0.398 0.208 0.71 -0.05 0.52
O 1.872 -0.294 -1.219 0.08 0.58 -0.01
C 1.321 0.904 -1.548 0.20 -0.78 -0.15
O 1.305 1.346 -2.661 -0.08 -0.02 0.21
O 0.777 1.475 -0.482 -0.15 0.79 -0.39
H -0.015 0.084 2.394 -0.24 -0.57 -0.08
H -0.636 -0.624 0.842 0.07 -0.09 0.07
H -0.974 1.060 1.337 -0.02 -0.04 -0.14
H 1.641 1.450 1.330 -0.25 -0.22 0.33
H 1.608 -1.397 0.500 -0.24 0.10 0.01
H 2.938 -0.235 0.590 0.15 -0.24 -0.48
C -2.540 1.974 6.208 -0.71 0.26 -1.19
C -1.392 1.031 5.871 -0.18 1.16 -0.39
C -1.222 -0.057 6.910 0.82 0.40 0.68
O -1.194 -1.258 6.169 0.41 -0.14 -0.19
C -1.258 -0.983 4.836 -1.31 -0.27 0.64
O -1.217 -1.792 3.980 0.39 -0.35 -0.45
O -1.579 0.314 4.647 -0.14 0.13 -0.05
H -2.264 2.740 6.930 0.03 -0.41 0.43
H -3.452 1.429 6.459 0.26 -0.14 0.65
H -2.916 2.566 5.363 0.66 -0.12 -0.32
H -0.474 1.590 5.669 0.00 0.13 0.55
H -1.999 -0.043 7.676 -0.29 -0.33 -0.32
H -0.281 0.096 7.448 0.03 -0.32 -0.11
C 4.520 0.023 -5.884 0.35 -1.18 -1.06
C 3.190 -0.357 -5.250 0.88 2.80 -0.21
C 2.043 0.565 -5.722 0.11 -0.38 0.60
O 0.997 -0.370 -6.018 -0.25 -0.13 0.02
C 1.444 -1.639 -5.872 -0.01 0.54 -0.41
O 0.771 -2.611 -5.981 -0.02 -0.07 -0.01
O 2.771 -1.630 -5.640 0.13 -1.00 0.58
H 5.336 -0.642 -5.588 -0.15 0.03 0.41
H 4.867 1.046 -5.755 -0.45 0.12 0.26
H 4.439 -0.177 -6.958 -0.07 0.32 -0.04
H 3.299 -0.161 -4.178 -0.31 -1.07 0.21
H 2.294 1.186 -6.580 -0.14 -0.17 -0.14
H 1.719 1.162 -4.874 -0.10 0.24 -0.27
C 1.826 6.626 -3.856 0.47 -0.40 -0.22
C 2.919 5.568 -3.999 -0.01 0.70 0.24
C 2.441 4.113 -4.076 0.36 -0.10 0.02
O 3.116 3.620 -5.237 0.35 -1.39 0.42
C 3.976 4.505 -5.732 -1.01 1.94 -0.87
O 4.675 4.390 -6.684 0.36 -0.74 0.28
O 3.747 5.716 -5.148 0.20 -0.03 -0.10
H 1.251 6.275 -2.998 -0.33 0.36 -0.06
H 1.206 6.727 -4.746 -0.12 -0.36 0.02
H 2.226 7.619 -3.661 0.17 -0.10 0.19
H 3.619 5.680 -3.166 -0.28 -0.09 0.25
H 1.393 3.867 -4.225 -0.15 0.56 0.09
H 2.778 3.612 -3.169 -0.01 -0.43 -0.24
C -3.077 -3.464 1.691 0.46 -0.76 -0.96
C -3.741 -4.379 0.653 0.65 1.47 -0.18
C -3.007 -5.672 0.327 -0.41 0.31 0.51
O -3.947 -6.666 0.716 -0.01 -0.75 0.36
C -5.055 -6.117 1.256 0.17 0.95 -0.23
O -5.947 -6.696 1.769 -0.33 -0.66 0.12
O -5.026 -4.766 1.122 0.18 -0.58 -0.14
H -2.742 -4.028 2.562 -0.57 0.11 0.31
H -3.752 -2.636 1.880 0.12 0.02 0.44
H -2.137 -3.099 1.272 -0.15 0.23 -0.14
H -3.829 -3.829 -0.289 -0.47 0.22 0.18
H -2.108 -5.705 0.943 0.13 -0.50 -0.30
H -2.821 -5.786 -0.739 0.32 -0.06 0.11
C 6.199 0.196 3.174 -0.44 -0.18 -0.25
C 5.198 -0.877 2.725 0.97 1.50 -0.04
C 5.360 -2.253 3.366 1.18 0.65 -0.69
O 4.107 -2.481 3.952 -0.01 -1.21 0.11
C 3.209 -1.554 3.575 0.80 0.22 0.53
O 2.047 -1.665 3.746 -0.54 0.46 -0.14
O 3.877 -0.473 3.084 -0.73 -0.32 -0.40
H 7.189 -0.126 2.851 0.12 0.06 0.27
H 6.152 0.404 4.243 0.15 -0.32 0.08
H 5.986 1.140 2.672 -0.05 -0.07 -0.11
H 5.280 -0.883 1.635 -0.31 -0.40 -0.04
H 6.198 -2.249 4.065 -0.48 0.02 0.56
H 5.663 -2.978 2.607 -0.67 -0.33 0.07
C -2.132 -0.200 -2.030 -1.64 -0.84 -0.13
C -1.975 -1.697 -2.355 2.11 1.33 0.06
C -0.747 -1.928 -3.261 -0.69 -0.18 -0.01
O -0.057 -3.009 -2.622 0.06 -0.18 -0.78
C -0.602 -3.264 -1.443 1.06 0.53 1.51
O -0.200 -4.067 -0.648 -0.49 0.05 -0.53
O -1.531 -2.320 -1.142 -1.02 -0.83 -0.13
H -1.367 0.240 -1.397 0.48 -0.38 -0.29
H -3.051 -0.125 -1.439 -0.11 0.29 -0.17
H -2.254 0.361 -2.956 0.02 0.15 0.07
H -2.824 -2.199 -2.818 -0.40 0.18 0.58
H -0.144 -1.021 -3.293 0.36 -0.24 -0.10
H -1.042 -2.266 -4.251 0.27 0.21 -0.12
C -5.086 3.115 2.527 -0.93 0.42 0.31
C -5.162 2.088 1.420 1.19 -0.49 0.72
C -3.994 1.054 1.473 -0.04 1.24 -0.05
O -4.597 -0.198 1.635 -0.19 -0.52 0.19
C -5.929 -0.061 1.818 0.21 0.44 -1.07
O -6.679 -0.950 2.006 -0.30 -0.25 0.40
O -6.288 1.234 1.614 -0.44 0.43 -0.09
H -4.341 3.898 2.381 0.53 -0.50 0.00
H -5.006 2.596 3.484 0.38 0.17 0.06
H -5.999 3.714 2.603 -0.22 -0.34 -0.23
H -5.101 2.589 0.454 -0.87 -0.23 -0.19
H -3.352 1.235 2.336 0.28 0.03 -0.24
H -3.481 1.121 0.515 0.45 -0.39 0.22
```
Positions in Å, forces in eV/Å.

Calculated values
* multiplicity: 1
* SMILES: C[C@H]1COC(=O)O1.C[C@H]1COC(=O)O1.C[C@H]1COC(=O)O1.C[C@H]1COC(=O)O1.C[C@H]1COC(=O)O1.C[C@H]1COC(=O)O1.C[C@H]1COC(=O)O1.C[C@H]1COC(=O)O1
* gap between HOMO and LUMO: 9.95 eV
* total energy: -83103.6807 eV
* largest force on an atom: 2.947 eV Å⁻¹

4.
Entry from the Open Molecules 2025 dataset: an isolated molecule of C20H21N3O2S (the ωB97M-V functional and the def2-TZVPD basis).

XYZ file:
```
47
Properties=species:S:1:pos:R:3:forces:R:3
C -4.402 -1.310 0.467 0.03 -0.01 -0.02
C -3.043 -1.038 -0.102 0.12 -0.22 0.11
C -2.879 0.023 -1.007 0.28 -0.02 -0.12
C -1.662 0.333 -1.557 -0.27 0.01 0.04
C -1.516 1.444 -2.549 0.02 -0.01 -0.02
C -0.529 -0.433 -1.184 -0.33 -0.58 0.41
N 0.677 -0.062 -1.655 0.54 0.23 -0.21
C 1.723 -0.768 -1.335 0.08 0.11 -0.22
S 3.260 -0.162 -1.977 0.19 -0.13 -0.01
C 4.407 -0.233 -0.531 0.04 -0.05 -0.59
C 3.803 -0.598 0.797 0.22 0.26 -0.04
O 4.204 -1.537 1.446 0.03 -0.21 0.05
N 2.755 0.155 1.264 -0.19 0.28 0.49
C 2.193 1.324 0.724 0.42 -0.18 0.14
O 2.832 2.061 0.007 -0.04 0.10 0.03
C 0.811 1.518 1.114 -0.33 -0.20 0.32
C -0.010 0.763 1.949 0.40 0.19 -0.19
C -1.277 1.338 1.917 -0.13 0.16 0.01
C -1.204 2.419 1.062 -0.38 -0.11 0.27
N 0.047 2.527 0.587 0.16 -0.20 0.16
C 0.497 3.514 -0.352 0.34 0.50 -0.52
C 1.668 -1.940 -0.558 -0.53 -0.27 0.07
C 0.470 -2.317 -0.010 0.31 0.07 -0.12
C 0.386 -3.531 0.861 0.01 0.03 -0.04
C -0.684 -1.535 -0.299 0.10 0.32 -0.35
C -1.958 -1.809 0.230 -0.17 0.04 -0.02
H -5.102 -1.558 -0.329 -0.10 -0.02 0.00
H -4.373 -2.135 1.174 -0.05 -0.05 0.05
H -4.781 -0.425 0.977 -0.09 0.03 0.06
H -3.746 0.610 -1.278 -0.11 0.11 -0.05
H -0.464 1.619 -2.750 -0.01 0.12 -0.07
H -2.006 1.171 -3.484 -0.01 0.04 -0.09
H -1.983 2.356 -2.182 -0.04 0.11 0.00
H 4.824 0.773 -0.479 -0.02 -0.06 0.07
H 5.189 -0.956 -0.762 -0.11 0.07 0.22
H 2.311 -0.233 2.086 0.08 -0.04 -0.17
H 0.268 -0.101 2.521 0.08 -0.19 0.05
H -2.146 1.004 2.447 -0.19 -0.03 0.08
H -1.973 3.108 0.774 -0.07 0.16 -0.12
H 1.268 4.143 0.095 -0.09 -0.03 -0.07
H 0.930 3.026 -1.226 -0.07 0.08 0.04
H -0.347 4.131 -0.654 -0.04 -0.05 0.05
H 2.560 -2.524 -0.396 0.05 -0.07 0.05
H 0.004 -3.268 1.846 -0.04 -0.05 0.10
H -0.287 -4.268 0.424 -0.06 -0.08 0.04
H 1.369 -3.980 0.979 0.02 -0.04 0.03
H -2.082 -2.638 0.910 -0.04 -0.10 0.09
```
Positions in Å, forces in eV/Å.

Calculated values
* multiplicity: 1
* SMILES: Cc1cc(C)c2nc(SCC(=O)NC(=O)c3cccn3C)cc(C)c2c1
* gap between HOMO and LUMO: 8.38 eV
* total energy: -40482.8809 eV
* largest force on an atom: 0.792 eV Å⁻¹

- Which of these has the lowest largest force on an atom?
  C20H21N3O2S